1.
92
Properties=species:S:1:pos:R:3 method="wB97M-V/def2-TZVPD" lumo_ev=3.80 total_charge=-2 e_homo_ev=-1.892 gap_ev=5.694
K 0.1664 -0.1497 -0.0583
O 3.3532 -3.2139 0.6973
C 2.8751 -4.3362 1.1151
C 3.6724 -5.4894 1.3495
C 3.1248 -6.6649 1.8321
C 1.7631 -6.7716 2.1179
C 0.9598 -5.6555 1.9014
C 1.4818 -4.4727 1.4137
C 0.5986 -3.2878 1.1386
O 1.1990 -2.0771 1.5577
N 0.2775 -3.2632 -0.2861
N -0.8904 -2.7288 -0.6430
C -1.0930 -2.3878 -1.8621
C -2.3477 -1.7670 -2.2720
Br -3.4519 -1.1269 -0.8748
C -2.6898 -1.4741 -3.5281
C -1.9106 -1.8175 -4.7313
C -1.7322 -0.8468 -5.7204
C -0.9915 -1.1146 -6.8602
C -0.4180 -2.3662 -7.0433
C -0.6014 -3.3457 -6.0771
C -1.3441 -3.0763 -4.9370
H 2.1581 -2.2100 1.2879
H 4.7333 -5.4107 1.1394
H 3.7728 -7.5210 1.9957
H 1.3430 -7.6922 2.5032
H -0.1051 -5.7084 2.1130
H -0.3648 -3.3785 1.6433
H 1.0784 -3.1693 -0.9091
H -0.3141 -2.4959 -2.6186
H -3.5540 -0.8409 -3.6847
H -2.1608 0.1370 -5.5670
H -0.8535 -0.3400 -7.6047
H 0.1663 -2.5768 -7.9303
H -0.1644 -4.3277 -6.2099
H -1.4969 -3.8513 -4.1960
C 2.0387 0.9989 -4.3351
N 1.4530 2.0503 -3.5313
C 2.1653 3.3099 -3.4873
C 0.4142 1.7421 -2.6842
N -0.3196 0.6953 -2.7600
N 0.2471 2.6621 -1.6487
C -0.9152 2.8260 -0.8641
N -0.6096 3.3246 0.3909
N -2.0711 2.5994 -1.3364
H 3.1052 1.1893 -4.4472
H 1.5785 0.9315 -5.3286
H 1.9360 0.0381 -3.8300
H 3.0366 3.2657 -2.8237
H 1.5011 4.1083 -3.1645
H 2.5145 3.5519 -4.4932
H -0.1277 0.1841 -3.6160
H 1.0979 3.0018 -1.2284
H 0.2729 3.0044 0.7699
H -1.3725 3.1701 1.0510
H -2.7633 2.7148 -0.5973
F 3.1278 1.8051 3.7665
C 3.2007 0.7566 2.9359
F 2.1218 0.0108 3.1005
F 4.2823 0.0499 3.2519
S 3.3059 1.4006 1.2030
O 1.9289 1.6847 0.8196
O 4.2143 2.5069 1.2847
N 3.8713 0.1216 0.4995
S 3.6486 -0.0894 -1.0364
O 2.3941 -0.7320 -1.3718
O 4.0106 1.0580 -1.8368
C 4.9713 -1.3731 -1.3804
F 5.6284 -1.7309 -0.2952
F 5.8581 -0.8485 -2.2438
F 4.4233 -2.4318 -1.9649
C -4.1616 4.8707 7.2457
C -3.8970 4.0684 5.9973
C -4.8516 3.9436 4.9998
C -4.6232 3.2014 3.8425
C -5.7035 3.1166 2.8035
C -3.3915 2.5484 3.6522
Se -3.0453 1.5432 2.0703
C -2.4173 2.6661 4.6675
C -1.0813 1.9944 4.5295
C -2.6850 3.4164 5.8070
H -5.1056 5.4134 7.1676
H -3.3709 5.6028 7.4286
H -4.2203 4.2323 8.1321
H -5.8109 4.4423 5.1181
H -6.5938 3.6636 3.1234
H -5.9670 2.0761 2.6023
H -5.3548 3.5185 1.8494
H -0.5516 2.3591 3.6463
H -1.1990 0.9204 4.3743
H -0.4636 2.1690 5.4127
H -1.9142 3.4954 6.5701

=====

2.
39
Properties=species:S:1:pos:R:3 method="wB97M-V/def2-TZVPD" lumo_ev=2.62 total_charge=-1 e_homo_ev=-3.875 gap_ev=6.494
C 4.6513 -0.4257 1.5027
C 3.3529 0.2631 1.8213
O 2.3375 -0.4168 1.0412
C 1.1200 0.1739 1.1606
C 0.2354 -0.2407 -0.0072
N -1.1142 0.0419 0.4198
C -2.0445 -0.8217 0.5026
C -3.3817 -0.4157 0.9504
C -4.5072 -1.2703 0.9604
C -5.7517 -0.7671 1.3385
C -5.8875 0.5812 1.7170
C -4.7634 1.4260 1.7388
C -3.5182 0.9194 1.3631
O 0.8072 0.9240 2.0524
H 5.4385 -0.0390 2.1513
H 4.5825 -1.5074 1.6522
H 4.9399 -0.2287 0.4620
H 3.0902 0.1887 2.8857
H 3.3755 1.3160 1.4987
H 0.3966 -1.3219 -0.1799
H -1.9329 -1.8841 0.2324
H -4.3738 -2.3141 0.6673
H -6.6268 -1.4207 1.3398
H -6.8667 0.9722 1.9999
H -4.8472 2.4709 2.0443
H -2.6205 1.5414 1.3704
O 4.8931 0.4470 -3.5115
N 4.2844 1.0416 -2.5982
O 4.8332 1.8481 -1.8057
C 2.8950 0.8198 -2.3934
C 2.1363 -0.1824 -3.0029
C 0.8821 -0.2881 -2.4405
N -0.0939 -1.1814 -2.9691
O -1.2601 -1.1824 -2.4963
O 0.2459 -1.9385 -3.9051
C 0.5887 0.5490 -1.2181
S 2.1330 1.7334 -1.1476
H 2.5153 -0.7731 -3.8264
H -0.1443 1.3622 -1.3708

=====

3.
13
Properties=species:S:1:pos:R:3 method="wB97M-V/def2-TZVPD" lumo_ev="0.19 / 0.68" e_homo_ev="-6.338 / -6.500" gap_ev="6.530 / 7.180"
C -1.1701 1.6543 -0.6938
C -0.0566 1.2819 -1.4240
C -1.8774 1.0738 0.2115
C 1.2630 -0.4050 0.4472
N -2.3253 0.6429 1.2643
N 1.5961 -1.7380 0.7636
S 1.2192 0.1034 -1.1438
H -1.7033 2.6320 -1.1494
H 0.1984 1.7719 -2.4101
H -2.9436 -0.2046 1.2536
H 0.6249 0.1529 1.1750
H 2.0119 -1.9059 1.6340
H 1.8789 -2.1934 -0.1695